9
Properties=species:S:1:pos:R:3:forces:R:3 method="wB97M-V/def2-TZVPD" homo_lumo_gap_ev="6.68 / 7.94" multiplicity=3 de_lowest_kcal_mol=70.3 e_tot_ev=-23881.6012 largest_force_ev_per_a=3.9 molar_mass_g_mol=111.0
C -1.30144 -0.55514 0.11458 2.862 -0.572 -0.594
N -2.27558 0.13905 -0.02003 -3.653 -0.640 -0.271
F -1.31823 -1.88506 0.06191 -0.388 -0.317 0.291
P 0.65332 0.12369 -0.13387 -2.401 0.080 1.546
P 2.72029 -0.29255 -0.02059 3.296 1.091 -1.782
H -2.02861 1.07694 -0.06605 0.254 2.139 0.121
H 0.27600 1.48314 0.20070 0.590 -0.558 0.887
H 0.66384 0.69052 -1.35044 -0.281 -0.308 -2.116
H 2.61041 -0.78058 1.21380 -0.280 -0.917 1.918


9
Properties=species:S:1:pos:R:3:forces:R:3 method="wB97M-V/def2-TZVPD" homo_lumo_gap_ev=5.84 de_lowest_kcal_mol=122.8 e_tot_ev=-25987.8240 largest_force_ev_per_a=3.0 molar_mass_g_mol=114.1
C -0.33459 -1.19036 -0.13942 -0.548 -0.645 -0.039
O 0.05155 2.87071 0.23366 -1.067 -1.203 0.877
F -1.68713 -0.11152 1.74049 0.404 0.907 -1.171
P -1.44661 0.17894 0.16106 -2.558 1.071 1.102
S -3.21064 0.21174 -0.74958 2.496 0.260 0.855
H -0.81981 -1.69186 -1.00090 0.634 0.025 0.476
H 0.68737 -0.91682 -0.32133 0.368 0.189 -0.182
H -0.42278 -1.77491 0.80664 0.137 0.235 -0.880
H -0.19333 3.31675 1.09036 0.136 -0.840 -1.037


9
Properties=species:S:1:pos:R:3:forces:R:3 method="wB97M-V/def2-TZVPD" homo_lumo_gap_ev="8.31 / 7.46" multiplicity=3 de_lowest_kcal_mol=0.0 e_tot_ev=-34777.2068 largest_force_ev_per_a=1.8 molar_mass_g_mol=130.1
C -1.13029 1.56613 1.80344 -1.386 1.035 0.105
F -2.06958 2.23870 -0.47656 -0.032 0.110 -0.321
P -2.00814 0.87413 0.37740 -0.460 -0.080 -0.152
S 1.91458 0.74789 -0.70000 -0.263 0.013 -0.517
S 3.76554 0.16134 -0.37288 -0.367 0.149 0.116
H -1.43509 0.98183 2.69062 0.376 0.495 -0.202
H -0.10930 1.41255 1.53867 1.106 0.133 0.375
H -1.38139 2.68466 1.86843 0.415 -1.690 0.197
H 3.64464 0.34495 0.94146 0.612 -0.165 0.399